Computed, not measured: 2 unconnected molecules or ions with the total composition C2H3I3O at a distorted geometry, with wB97M-V/def2-TZVPD.

Bonds (Å) are listed after each position.
Positions of all 9 atoms, in Å:
1 I 0.501 0.389 2.777  C6 2.088
2 I -0.033 -1.001 -2.040  C5 2.161
3 I 1.887 -3.181 1.425  no bonds
4 O -1.169 -1.181 1.028  C6 1.317, H8 0.978
5 C 0.471 0.117 -0.261  I2 2.161, C6 1.480, H7 1.096, H9 1.089
6 C -0.028 -0.524 0.976  I1 2.088, O4 1.317, C5 1.480
7 H -0.008 1.095 -0.383  C5 1.096
8 H -1.393 -1.603 0.175  O4 0.978
9 H 1.551 0.259 -0.237  C5 1.089

Results
**2S+1**: 1

Computed, not measured: 2 unconnected molecules or ions with the total composition C2H3IN at a distorted geometry, with wB97M-V/def2-TZVPD.

Bonds (Å) are listed after each position.
Positions of all 7 atoms, in Å:
1 I 0.353 -2.914 -0.206  C3 2.067
2 N -0.039 0.102 0.034  C3 1.222, C4 1.235
3 C 0.682 -0.886 0.018  I1 2.067, N2 1.222
4 C -0.813 1.063 0.015  N2 1.235, H5 1.119, H7 1.207
5 H -1.108 1.491 1.006  C4 1.119
6 H 2.148 -0.591 0.035  no bonds
7 H -1.222 1.735 -0.901  C4 1.207

Results
**2S+1**: 1
**Charge**: +1

For reference, E_tot by record: -28470.166 -11702.544 eV.